C26H34KN4O2 as an isolated structure in a non-equilibrium geometry, computed with ωB97M-V/def2-TZVPD.

**Gap between HOMO and LUMO**: 6.22 eV
**Total charge**: -1
**Energy above the lowest of the compared OMol25 structures with the same formula, charge and spin**: 39.8 kJ/mol

Geometry as XYZ:
```
67
Properties=species:S:1:pos:R:3:forces:R:3:nbo_charge:R:1
K 1.7104 -0.0365 -0.5859 0.2 -0.8 0.8 0.89
C 3.6723 -2.5794 0.3717 -0.1 0.1 0.0 -0.43
N 2.5437 -2.5070 1.2877 0.0 0.1 0.1 -0.46
C 2.9723 -2.2912 2.6598 0.1 0.0 0.0 -0.21
C 3.2701 -0.8230 2.9716 -0.2 -0.1 0.0 -0.41
C 2.0090 0.0470 3.0918 0.0 0.0 0.1 -0.23
N 1.8032 0.8973 1.9366 0.0 0.1 0.1 -0.48
C 1.1590 1.9819 2.1187 0.1 -0.2 0.3 0.13
C 0.7099 2.9201 1.1178 0.0 0.2 -0.2 -0.20
C -0.2953 3.8151 1.5070 0.1 -0.1 0.0 -0.18
C -0.9220 4.6643 0.6217 -0.1 0.1 0.0 -0.37
C -0.5075 4.6442 -0.7224 0.1 -0.1 0.1 -0.19
C 0.5003 3.8157 -1.1362 0.0 0.1 -0.1 -0.32
C 1.1844 2.9079 -0.2505 0.1 0.4 0.1 0.43
O 2.1289 2.1836 -0.6578 0.1 1.6 0.0 -0.76
C 1.7144 -3.6915 1.1226 -0.1 0.0 0.0 -0.21
C 0.2475 -3.5141 1.5085 0.1 0.1 -0.1 -0.40
C -0.4134 -2.3323 0.7871 -0.2 0.0 0.2 -0.23
N 0.1365 -2.1253 -0.5180 -0.2 -0.4 0.0 -0.49
C -0.6287 -1.8918 -1.5027 -0.3 -0.3 0.2 0.13
C -0.1983 -1.5201 -2.8270 0.3 0.2 -0.2 -0.22
C -1.1834 -1.2786 -3.7952 0.0 0.0 0.1 -0.16
C -0.8847 -0.8815 -5.0775 -0.1 0.0 -0.1 -0.35
C 0.4668 -0.7081 -5.4190 0.0 0.0 0.1 -0.18
C 1.4627 -0.9299 -4.5062 0.0 0.0 0.0 -0.32
C 1.2028 -1.3421 -3.1517 -0.1 -0.2 -0.3 0.41
O 2.1477 -1.5140 -2.3319 0.3 -0.7 -1.0 -0.78
H 4.2750 -3.4905 0.5415 0.0 0.0 0.0 0.15
H 4.3277 -1.7159 0.4961 0.0 0.0 0.0 0.19
H 3.2983 -2.5754 -0.6533 0.0 0.0 0.0 0.26
H 3.8648 -2.9047 2.8900 0.0 0.0 0.0 0.16
H 2.1774 -2.6328 3.3294 0.0 0.0 0.0 0.18
H 3.8913 -0.4008 2.1805 0.1 0.0 0.1 0.22
H 3.8421 -0.7774 3.9024 0.0 0.0 0.0 0.19
H 2.0457 0.6380 4.0208 0.0 0.0 0.0 0.16
H 1.1383 -0.6178 3.1819 0.0 0.0 0.0 0.18
H 0.8310 2.2435 3.1433 0.0 0.0 0.0 0.12
H -0.6099 3.8054 2.5486 0.0 0.0 0.0 0.19
H -1.7044 5.3393 0.9492 0.0 0.0 0.0 0.19
H -0.9904 5.3052 -1.4357 0.0 0.0 0.0 0.19
H 0.8181 3.8097 -2.1730 0.0 0.0 0.0 0.21
H 2.1338 -4.5504 1.6801 0.0 0.0 0.0 0.15
H 1.7334 -3.9408 0.0622 0.0 0.0 0.0 0.23
H 0.1303 -3.3848 2.5894 0.0 0.0 0.0 0.19
H -0.2627 -4.4445 1.2394 0.0 0.0 0.0 0.20
H -0.2154 -1.4215 1.3668 0.0 0.0 0.0 0.20
H -1.5104 -2.4757 0.7679 0.0 0.1 0.0 0.15
H -1.7281 -1.9436 -1.3707 0.0 0.0 0.0 0.12
H -2.2237 -1.4123 -3.5048 0.0 0.0 0.0 0.18
H -1.6664 -0.6999 -5.8047 0.0 0.0 0.0 0.19
H 0.7241 -0.3838 -6.4227 0.0 0.0 0.0 0.19
H 2.5033 -0.7869 -4.7743 0.0 0.0 0.0 0.20
C -4.2165 0.1187 0.0849 0.1 0.0 0.0 -0.59
C -3.3493 1.3833 0.1549 -0.3 0.0 0.0 -0.16
C -3.4849 2.0608 1.5234 0.1 0.0 0.0 -0.59
C -3.7175 2.3579 -0.9705 0.1 0.0 0.0 -0.59
C -1.9499 0.9879 -0.0305 0.3 0.1 0.0 0.34
N -0.8457 0.7108 -0.1733 -0.5 0.0 0.0 -0.35
H -5.2677 0.3795 0.2214 0.0 0.0 0.0 0.20
H -3.9255 -0.5889 0.8624 0.0 0.0 0.0 0.22
H -4.0990 -0.3719 -0.8820 0.0 0.0 0.0 0.22
H -4.5161 2.3866 1.6741 0.0 0.0 0.0 0.20
H -2.8231 2.9254 1.5832 -0.1 0.0 0.0 0.24
H -3.2158 1.3671 2.3215 0.0 0.0 0.0 0.21
H -4.7626 2.6587 -0.8728 0.0 0.0 0.0 0.20
H -3.5744 1.8873 -1.9440 0.0 0.0 0.0 0.22
H -3.0840 3.2446 -0.9235 0.0 0.0 0.0 0.24
```
Positions in Å, forces in eV/Å.